13
Properties=species:S:1:pos:R:3:forces:R:3 method="wB97M-V/def2-TZVPD" e_above_lowest_kj_mol=165.9 lumo_ha=0.0334 homo_lumo_gap_ev=9.7
C -1.316032 1.628024 0.817596 -0.421 1.319 -0.565
C 1.381431 -0.512148 0.031981 0.516 0.857 0.313
C 0.795749 -1.516414 -0.863779 -0.291 -1.301 0.255
H -1.033960 1.844378 1.846864 -0.028 -0.268 0.066
H -2.434131 1.470448 0.776458 1.330 0.172 -0.131
H -0.995375 2.546076 0.231439 -0.750 -0.843 0.487
H -1.012470 -0.034461 -0.439959 -0.152 0.060 -0.230
H 2.386790 -0.545115 0.437386 0.076 -0.300 -0.658
H 0.085089 -2.152350 -0.335631 -0.161 0.027 0.154
N -0.611448 0.474175 0.327659 -1.333 -0.052 0.001
N 0.673555 0.418852 0.534822 0.592 0.159 0.866
F 0.066595 -0.981239 -1.909843 0.383 0.212 -0.210
Cl 2.014207 -2.640227 -1.454995 0.238 -0.041 -0.349

14
Properties=species:S:1:pos:R:3:forces:R:3 method="wB97M-V/def2-TZVPD" e_above_lowest_kj_mol=168.0 smiles="[H]/N=C(/NS)[C@@](C)(F)Cl" lumo_ha=0.0139 homo_lumo_gap_ev=9.8
C -0.620655 -0.793289 1.536397 -0.626 -1.844 2.981
C -0.916581 -0.058724 0.364994 0.690 1.151 -2.147
C 0.010048 1.076633 -0.033290 0.771 1.406 -2.071
H -1.597185 -1.381758 1.646070 1.836 -0.025 0.438
H -0.656429 -0.026652 2.293869 0.152 0.077 0.891
H 0.387631 -1.315088 1.603894 -1.804 0.451 -0.385
H -1.495799 2.169991 -0.537240 1.289 -0.360 -0.441
H 1.867382 1.869912 -0.610322 -1.486 -2.387 1.671
H 1.753976 -1.297039 -1.035321 1.214 1.949 2.271
N -0.458168 2.077829 -0.657052 -1.333 0.771 0.809
N 1.425139 1.072323 0.019467 1.069 -0.559 -0.918
F -2.161571 0.529072 0.503766 0.198 -0.701 -0.225
S 2.329366 -0.437488 0.142044 -1.508 -0.244 -2.443
Cl -0.922410 -1.245881 -0.994885 -0.461 0.316 -0.431

12
Properties=species:S:1:pos:R:3:forces:R:3 method="wB97M-V/def2-TZVPD" e_above_lowest_kj_mol=277.2 lumo_ha=0.0166 homo_lumo_gap_ev=11.3
C -1.211409 0.199151 0.485397 0.134 2.270 3.058
C -0.067738 -0.007623 -0.558928 0.027 -0.618 -1.127
C 1.241859 -0.625543 -0.005509 -5.025 -0.014 5.689
H -2.192794 0.865337 0.295770 2.551 -1.516 -0.369
H -1.590326 -0.704150 1.100355 0.879 0.852 -1.800
H -0.622939 0.730426 1.323174 -1.339 -0.258 -0.925
H -0.505204 -0.701902 -1.223688 -0.007 -1.031 -1.162
H -0.153889 2.058792 -1.062993 3.195 -4.525 -2.121
H 1.949960 -0.598423 -0.682782 3.917 0.663 -2.936
O 0.475664 1.070334 -1.475790 -4.622 3.926 4.141
F 1.494880 0.049741 1.226621 0.702 -0.036 -1.736
Cl 1.181937 -2.336138 0.578373 -0.411 0.288 -0.710

11
Properties=species:S:1:pos:R:3:forces:R:3 method="wB97M-V/def2-TZVPD" e_above_lowest_kj_mol=113.8 lumo_ha=0.0357 homo_lumo_gap_ev=11.2
C 1.357193 -0.117758 0.235171 -2.643 0.561 -2.545
C 0.679850 -1.241572 0.164454 0.747 -1.638 1.104
C -2.166874 0.774093 -0.525244 0.399 0.307 2.690
N -1.700097 1.726531 0.141781 -0.613 -0.146 -1.893
Cl -2.974724 -0.672673 0.075234 -0.346 0.222 0.285
H 1.075172 0.732447 -0.379623 -0.305 -0.013 0.036
H 2.194162 0.071931 0.746623 3.077 0.140 2.250
H 1.092332 -2.133133 0.796215 -1.341 1.452 -1.425
H -0.206003 -1.281304 -0.489140 0.548 -0.538 0.594
H -2.021433 0.637945 -1.530311 0.541 -0.002 -2.437
H -2.013773 1.783583 1.079301 -0.064 -0.344 1.341

Number 1: energy -21426.7977 eV. Number 2: energy -32261.8649 eV. Number 3: energy -20492.9456 eV. Number 4: energy -17218.9120 eV.